The molecule C5H8O2S, computed with ωB97M-V with the def2-TZVPD basis set.

Its total energy is -743.91707 a.u. The value obtained for the highest occupied orbital energy is -8.69 eV. The structure (SMILES) is OC[C@@H]1C(=S)C[C@H]1O. Its frontier orbital gap is 8.4 eV.

Each line ends with the Mulliken charge.
Element x y z (Å)
C 1.4383 -0.8070 -0.3828  -0.75
C -0.0011 -0.5436 0.0368  0.35
C -0.1717 0.5580 1.1148  -0.28
C -0.7708 1.4761 0.0135  -0.40
C -0.7881 0.3062 -0.9527  -0.04
H 0.9816 -2.0443 -1.7423  0.35
H 1.9252 -1.5264 0.3425  0.27
H 1.9515 0.1569 -0.2581  0.32
H -0.5781 -1.4619 0.3478  0.31
H 0.7949 0.9449 1.4721  0.37
H -1.8022 -0.2411 1.8424  0.36
H -1.7963 1.8083 0.2300  0.27
H -0.1137 2.3287 -0.2437  0.23
O 1.5417 -1.2750 -1.7046  -0.49
O -1.0392 0.2772 2.2057  -0.57
S -1.5719 0.0430 -2.3216  -0.29